This record from OMol25 describes C25H48P2Rh as an isolated structure at a distorted geometry. The level of theory is ωB97M-V with the def2-TZVPD basis set.

Kohn-Sham gap (spin up / spin down) ... 6.9 / 6.5 eV
Electronic energy ... -1774.240782 Eh
Charge ... +1
Multiplicity ... 5
HOMO level (spin up / spin down) ... -8.594 / -11.303 eV

```
76
C25H48P2Rh, DFT ωB97M-V with the def2-TZVPD basis set
Rh 0.16422 0.01860 1.38356
C -1.89878 1.60500 0.92007
C -2.46905 0.72633 -0.02067
C -1.99884 -0.55159 1.85561
C -1.59831 0.85220 2.14986
C -2.54120 -0.57778 0.53146
C -1.76247 3.07790 0.80262
H -1.36379 3.39308 -0.17151
H -1.10946 3.51009 1.57114
H -2.73871 3.57189 0.91473
C -1.69935 1.42853 3.52878
H -1.47533 2.49988 3.53423
H -1.02472 0.93463 4.22992
H -2.71806 1.29507 3.91710
C -2.22171 -1.58877 2.90947
H -3.29425 -1.70687 3.12184
H -1.73046 -1.32622 3.84965
H -1.84898 -2.57337 2.59766
C -3.19216 -1.75944 -0.09423
H -4.28792 -1.73482 -0.01296
H -2.86230 -2.69252 0.37035
H -2.95915 -1.83862 -1.16215
C -2.98606 1.13096 -1.34965
H -3.96052 1.62442 -1.29060
H -3.08008 0.27315 -2.01876
H -2.30731 1.83622 -1.83983
C 1.53907 0.49664 -2.44358
C 0.51010 1.34198 -2.60097
C -0.12116 1.59472 -3.94402
C -1.00216 0.46892 -4.56656
C -1.10517 -0.83477 -3.81961
C -0.06892 -1.66352 -3.69456
C 1.27759 -1.36093 -4.29113
C 2.13621 -0.24441 -3.61181
H 0.67328 1.84611 -4.66691
H -0.60395 0.27875 -5.57781
H -0.73696 2.50406 -3.85119
H 2.40630 0.48899 -4.39329
H 2.05949 0.35151 -1.49252
H 0.11975 1.95964 -1.78880
H 3.08644 -0.69585 -3.27981
H 1.86808 -2.29477 -4.30946
H -0.15958 -2.64226 -3.21814
H 1.15438 -1.07000 -5.34957
H -2.02063 0.86434 -4.72175
H -2.10050 -1.10531 -3.46656
P 1.70770 1.84219 1.54902
C 1.44921 2.81869 3.09460
H 2.31448 3.46748 3.27601
H 1.32636 2.16525 3.96155
H 0.54910 3.43884 3.01658
C 3.43531 1.23923 1.65760
H 4.09291 2.03043 2.03995
H 3.77589 0.93575 0.66053
H 3.49972 0.37498 2.32473
C 1.83526 3.20847 0.31978
H 2.23105 2.82602 -0.63112
H 2.50032 3.99996 0.70191
H 0.84649 3.65097 0.12625
P 0.99708 -2.38855 0.82217
C -0.21901 -3.52709 0.03910
H 0.28350 -4.39282 -0.42919
H -0.77242 -2.99194 -0.73943
H -0.93365 -3.90136 0.78807
C 2.50326 -2.52335 -0.20963
H 2.22939 -2.54557 -1.27189
H 3.09140 -3.41186 0.05467
H 3.13115 -1.63913 -0.03725
C 1.45709 -3.39139 2.31304
H 1.74160 -4.41365 2.02654
H 0.60227 -3.44538 2.99822
H 2.29317 -2.91550 2.83810
C 0.92668 -0.47597 3.16942
H 1.98262 -0.74334 3.02036
H 0.35804 -1.35294 3.49336
H 0.81707 0.34979 3.88729
```

Results of the Mulliken charge analysis, in e, for atoms 1 through 4: 0.121 1.179 0.641 0.750